# C3H4ClF

A single C3H4ClF molecule at a distorted geometry (the ωB97M-V functional and the def2-TZVPD basis, the Open Molecules 2025 dataset).

Values from the calculation:
frontier orbital gap	11.05	eV
spin multiplicity	1
ΔE to the lowest compared entry with this formula, charge and spin	182.8	kJ/mol
E_LUMO	1.1	eV

Element x y z (Å)
F: -0.372 1.016 -1.630
C: 0.088 0.093 -0.820
C: -0.640 -0.440 0.479
C: 0.528 0.468 0.475
Cl: 2.021 -0.422 0.813
H: 0.334 -0.683 -1.484
H: -0.640 -1.416 0.686
H: -1.755 -0.230 0.846
H: 0.437 1.616 0.635

***

# C21H45N2P3ReSSe

A molecular structure, C21H45N2P3ReSSe at a distorted geometry (the ωB97M-V functional and the def2-TZVPD basis, the Open Molecules 2025 dataset).

Values from the calculation:
charge	+4
⟨S²⟩	3.78
frontier orbital gap (alpha / beta)	7.88 / 5.84	eV
spin multiplicity	4
E_LUMO (alpha / beta)	-12.6 / -14.9	eV

Element x y z (Å)
Re: -0.042 0.888 -0.119
P: 1.443 1.961 1.136
P: 0.802 -1.218 0.164
P: -1.689 0.532 1.470
H: -1.665 4.782 -1.681
C: -1.247 4.351 -0.765
C: -1.126 2.998 -0.734
H: -1.721 2.384 -1.425
C: 2.794 2.651 0.132
C: 2.296 1.212 2.533
C: 0.692 3.497 1.853
C: 0.182 -2.847 -0.472
C: 2.532 -1.576 -0.435
C: 1.020 -1.876 1.878
C: -2.986 1.835 1.275
C: -1.207 0.714 3.254
C: -2.725 -0.979 1.554
H: -1.109 5.084 0.038
H: -0.441 2.553 0.112
H: 2.406 3.201 -0.735
H: 3.450 1.843 -0.213
H: 3.350 3.324 0.795
H: 2.874 0.343 2.214
H: 1.590 0.926 3.315
H: 2.988 1.953 2.940
H: 0.210 4.117 1.086
H: 1.519 4.061 2.298
H: -0.058 3.248 2.615
H: 0.688 -3.643 0.108
H: 0.423 -2.986 -1.536
H: -0.898 -2.949 -0.328
H: 2.887 -2.447 0.135
H: 3.216 -0.732 -0.276
H: 2.517 -1.854 -1.501
H: 1.645 -2.773 1.795
H: 0.053 -2.173 2.298
H: 1.520 -1.180 2.555
H: -3.798 1.719 2.005
H: -3.403 1.734 0.265
H: -2.521 2.828 1.366
H: -2.132 0.808 3.842
H: -0.591 1.606 3.434
H: -0.661 -0.182 3.586
H: -3.404 -0.903 2.418
H: -2.105 -1.878 1.676
H: -3.334 -1.071 0.643
C: -4.269 0.025 -2.427
C: -4.733 1.309 -2.782
C: -5.953 1.833 -2.339
C: -6.681 1.078 -1.405
C: -6.250 -0.206 -1.056
C: -5.043 -0.714 -1.523
Se: -2.642 -0.626 -3.219
H: -2.080 -1.303 -2.031
H: -4.097 1.872 -3.467
H: -6.301 2.783 -2.778
H: -7.611 1.445 -0.980
H: -6.891 -0.835 -0.450
H: -4.665 -1.680 -1.214
S: 0.696 1.247 -2.343
C: 1.838 0.176 -3.062
N: 3.133 0.516 -3.094
C: 4.186 -0.415 -3.496
C: 3.584 -1.230 -4.619
C: 2.320 -1.934 -4.191
N: 1.385 -0.916 -3.694
H: 3.386 1.377 -2.618
H: 4.476 -1.023 -2.623
H: 5.063 0.206 -3.739
H: 4.330 -1.935 -4.974
H: 3.347 -0.537 -5.425
H: 2.526 -2.686 -3.412
H: 1.847 -2.471 -5.017
H: 0.359 -1.116 -3.605

***

# C15H31N3OP2PdSi

A molecular structure, C15H31N3OP2PdSi (the ωB97M-V functional and the def2-TZVPD basis, the Open Molecules 2025 dataset).

Values from the calculation:
charge	+2
⟨S²⟩	2.05
frontier orbital gap (alpha / beta)	7.46 / 7.03	eV
spin multiplicity	3
E_LUMO (alpha / beta)	-7.2 / -8.0	eV

Element x y z (Å)
Pd: -0.235 1.121 0.415
C: -0.798 0.685 3.755
P: 0.278 1.534 2.584
C: 0.214 3.287 3.013
C: 1.987 0.980 2.900
C: 2.847 1.390 1.707
P: 1.991 0.882 0.177
C: 2.396 -0.855 -0.094
C: 2.733 1.798 -1.186
H: -0.456 0.875 4.774
H: -0.790 -0.388 3.567
H: -1.819 1.053 3.654
H: 0.473 3.417 4.065
H: -0.793 3.673 2.849
H: 0.905 3.861 2.397
H: 1.966 -0.106 3.017
H: 2.355 1.403 3.837
H: 3.844 0.946 1.743
H: 2.976 2.475 1.671
H: 3.480 -0.971 -0.161
H: 1.940 -1.194 -1.024
H: 2.009 -1.467 0.721
H: 3.809 1.618 -1.197
H: 2.549 2.865 -1.073
H: 2.311 1.456 -2.131
C: -0.358 2.977 -2.556
C: -0.676 1.525 -2.715
C: -1.039 1.015 -3.987
C: -1.353 -0.322 -4.135
C: -1.320 -1.153 -3.029
C: -0.970 -0.622 -1.758
N: -0.632 0.733 -1.666
N: -0.939 -1.252 -0.616
Si: -1.296 -2.950 -0.173
C: -0.649 -4.148 -1.442
C: -0.400 -3.168 1.451
C: -3.141 -3.027 0.017
H: 0.450 3.271 -3.227
H: -0.079 3.209 -1.529
H: -1.228 3.578 -2.827
H: -1.068 1.692 -4.830
H: -1.628 -0.713 -5.105
H: -1.569 -2.200 -3.106
H: 0.354 -3.886 -1.786
H: -1.298 -4.248 -2.313
H: -0.582 -5.139 -0.986
H: -0.309 -2.209 1.969
H: 0.601 -3.581 1.312
H: -0.940 -3.850 2.110
H: -3.652 -2.814 -0.925
H: -3.504 -2.326 0.770
H: -3.435 -4.031 0.332
O: -3.144 1.885 0.047
N: -2.368 1.417 0.725

***

# C23H33N2

A molecular structure, C23H33N2 at a distorted geometry (the ωB97M-V functional and the def2-TZVPD basis, the Open Molecules 2025 dataset).

Values from the calculation:
charge	+1
frontier orbital gap	6.26	eV
spin multiplicity	1
ΔE to the lowest compared entry with this formula, charge and spin	160.5	kJ/mol
E_LUMO	-4.0	eV

Element x y z (Å)
C: 2.086 -1.219 -4.185
C: 2.076 -1.708 -2.732
C: 0.670 -1.938 -2.193
N: -0.225 -0.834 -2.440
C: -1.324 -0.691 -1.635
C: -1.484 -1.217 -0.316
C: -2.985 -1.084 -0.006
C: -3.569 -0.077 -1.023
C: -2.485 0.156 -2.096
C: -0.206 -0.173 -3.759
C: 1.198 0.021 -4.323
H: 3.111 -0.984 -4.485
H: 1.713 -2.023 -4.850
H: 2.627 -2.657 -2.655
H: 2.601 -0.984 -2.093
H: 0.258 -2.856 -2.634
H: 0.739 -2.117 -1.131
H: -1.150 -2.297 -0.204
H: -3.573 -2.025 -0.073
H: -3.129 -0.720 1.031
H: -4.496 -0.432 -1.504
H: -3.823 0.861 -0.521
H: -2.209 1.224 -2.094
H: -2.865 -0.063 -3.111
H: -0.797 -0.770 -4.483
H: -0.686 0.814 -3.707
H: 1.678 0.870 -3.817
H: 1.113 0.288 -5.388
C: 2.327 4.332 2.149
C: 2.511 4.535 0.642
C: 2.025 3.255 -0.048
N: 1.392 2.442 1.010
C: 0.743 1.293 0.738
C: 0.059 0.501 1.643
C: -0.449 -0.781 1.354
C: -0.854 -1.570 2.577
C: -0.889 -2.988 2.524
C: -1.227 -3.773 3.611
C: -1.474 -3.178 4.879
C: -1.434 -1.776 4.960
C: -1.149 -0.995 3.853
C: 1.554 3.011 2.346
H: 3.295 4.256 2.653
H: 1.773 5.155 2.602
H: 1.912 5.381 0.296
H: 3.552 4.726 0.383
H: 1.306 3.460 -0.857
H: 2.867 2.696 -0.494
H: 0.751 0.993 -0.317
H: 0.060 0.906 2.670
H: 0.287 -1.368 0.720
H: -0.669 -3.477 1.551
H: -1.311 -4.869 3.504
H: -1.689 -3.806 5.734
H: -1.639 -1.324 5.936
H: -1.172 0.079 3.977
H: 2.101 2.322 3.008
H: 0.580 3.192 2.825

***

# C24H27ClF3NO2S

3 unconnected molecules or ions with the total composition C24H27ClF3NO2S at a distorted geometry (the ωB97M-V functional and the def2-TZVPD basis, the Open Molecules 2025 dataset).

Values from the calculation:
frontier orbital gap	8.78	eV
spin multiplicity	1
E_LUMO	0.2	eV

Element x y z (Å)
C: 3.530 1.744 3.460
C: 2.454 2.004 2.297
Cl: 1.857 0.353 1.676
C: 1.164 2.895 2.805
N: -0.024 1.991 2.759
C: -0.582 1.673 4.106
C: -1.047 0.110 4.213
C: 0.131 -0.812 4.804
C: 0.539 -2.033 3.840
C: -0.352 -2.636 2.737
C: 0.068 -3.783 1.784
C: 1.489 -4.368 1.965
C: 2.376 -3.794 3.100
C: 1.965 -2.641 4.054
S: -1.211 2.503 1.643
O: -0.659 3.242 0.456
O: -2.321 3.323 2.226
F: -1.909 1.089 1.014
H: 3.700 0.634 3.692
H: 3.258 2.246 4.461
H: 4.555 2.191 3.170
H: 2.955 2.542 1.426
H: 1.060 3.857 2.208
H: 1.445 3.215 3.879
H: -1.502 2.285 4.401
H: 0.186 1.809 4.950
H: -1.373 -0.175 3.151
H: -1.968 0.058 4.909
H: 1.079 -0.151 4.868
H: -0.058 -1.163 5.884
H: -1.403 -2.201 2.607
H: -0.686 -4.104 0.994
H: 1.827 -5.197 1.256
H: 3.407 -4.266 3.234
H: 2.696 -2.298 4.851
F: 2.751 -2.532 -0.826
C: 1.990 -1.990 -1.790
C: 2.343 -2.173 -3.118
C: 1.552 -1.616 -4.118
C: 0.422 -0.874 -3.778
C: 0.081 -0.693 -2.441
C: 0.866 -1.259 -1.441
H: 3.230 -2.746 -3.364
H: 1.814 -1.759 -5.161
H: -0.188 -0.439 -4.554
H: -0.796 -0.112 -2.177
H: 0.609 -1.136 -0.395
F: -1.909 0.342 -4.377
C: -2.673 0.885 -5.340
C: -2.325 0.704 -6.669
C: -3.119 1.262 -7.665
C: -4.247 2.003 -7.320
C: -4.584 2.183 -5.982
C: -3.796 1.616 -4.985
H: -1.439 0.131 -6.918
H: -2.860 1.120 -8.709
H: -4.863 2.442 -8.098
H: -5.460 2.764 -5.715
H: -4.049 1.737 -3.939

***

# C6H9N

A molecular structure, C6H9N at a distorted geometry (the ωB97M-V functional and the def2-TZVPD basis, the Open Molecules 2025 dataset).

Values from the calculation:
frontier orbital gap	10.13	eV
spin multiplicity	1
ΔE to the lowest compared entry with this formula, charge and spin	361.3	kJ/mol
E_LUMO	1.0	eV

Element x y z (Å)
C: -1.912 -0.617 -0.091
C: -0.690 -1.320 0.344
C: 0.121 1.270 0.836
C: -0.555 1.153 -0.530
C: 0.514 0.146 -0.021
C: 1.834 -0.272 -0.593
N: -1.841 0.590 -0.424
H: -2.889 -1.123 -0.079
H: -0.563 -1.841 1.356
H: -0.368 -2.162 -0.306
H: 0.849 2.144 1.095
H: -0.414 1.171 1.877
H: -0.405 2.017 -1.254
H: 1.812 -1.342 -0.562
H: 2.721 0.172 0.071
H: 1.786 0.014 -1.717

***

# C36H86B3F14N9O12S2

10 unconnected molecules or ions with the total composition C36H86B3F14N9O12S2 at a distorted geometry (the ωB97M-V functional and the def2-TZVPD basis, the Open Molecules 2025 dataset).

Values from the calculation:
charge	+2
frontier orbital gap	6.86	eV
spin multiplicity	1
E_LUMO	-4.0	eV

Element x y z (Å)
C: -3.765 -5.555 -1.991
C: -4.900 -6.461 -1.539
N: -5.457 -6.013 -0.247
C: -5.250 -6.621 0.974
C: -5.886 -5.832 2.012
N: -6.500 -4.768 1.412
C: -6.190 -4.824 0.011
C: -7.168 -3.711 2.127
H: -4.055 -4.572 -2.362
H: -3.143 -6.050 -2.737
H: -3.044 -5.277 -1.222
H: -4.437 -7.436 -1.387
H: -5.717 -6.529 -2.257
H: -4.716 -7.556 1.050
H: -5.946 -5.824 3.090
H: -6.457 -4.082 -0.727
H: -6.542 -3.227 2.877
H: -7.979 -4.196 2.670
H: -7.539 -2.926 1.467
C: 0.776 0.395 1.670
C: -0.345 -0.304 0.867
N: 0.225 -0.732 -0.407
C: 1.217 -1.671 -0.619
C: 1.435 -1.785 -2.018
N: 0.747 -0.725 -2.567
C: 0.016 -0.081 -1.599
C: 0.767 -0.325 -3.955
H: 1.045 1.395 1.327
H: 1.586 -0.278 1.950
H: 0.347 0.474 2.669
H: -1.171 0.379 0.668
H: -0.641 -1.204 1.406
H: 1.711 -2.149 0.215
H: 2.040 -2.362 -2.701
H: -0.544 0.806 -1.857
H: -0.001 -0.938 -4.428
H: 1.706 -0.560 -4.456
H: 0.455 0.711 -4.086
C: 1.591 -11.576 -10.909
O: 2.483 -11.478 -9.793
C: 1.832 -11.803 -8.540
C: 2.836 -11.882 -7.408
N: 3.660 -10.570 -7.440
H: 4.421 -10.661 -8.097
H: 3.011 -9.862 -7.752
C: 4.271 -10.125 -6.087
C: 3.221 -9.789 -5.067
O: 2.648 -10.855 -4.456
C: 1.355 -10.590 -3.936
H: 0.762 -10.869 -10.886
H: 1.130 -12.564 -10.871
H: 2.237 -11.556 -11.787
H: 1.392 -12.800 -8.511
H: 1.009 -11.097 -8.438
H: 3.584 -12.674 -7.434
H: 2.367 -12.007 -6.432
H: 4.872 -9.248 -6.328
H: 4.845 -11.021 -5.853
H: 2.447 -9.242 -5.605
H: 3.619 -9.129 -4.295
H: 0.515 -10.622 -4.629
H: 1.397 -9.572 -3.550
H: 1.063 -11.329 -3.189
C: 4.852 2.075 8.436
O: 4.633 1.238 9.590
C: 4.760 1.878 10.897
C: 4.082 1.149 12.063
N: 4.441 -0.317 11.973
H: 4.242 -0.578 11.018
H: 5.425 -0.523 12.065
C: 3.648 -1.273 12.851
C: 4.002 -1.244 14.358
O: 3.303 -0.185 14.839
C: 3.836 0.202 16.077
H: 5.002 1.545 7.496
H: 5.651 2.806 8.563
H: 3.900 2.602 8.361
H: 4.557 2.948 10.945
H: 5.825 1.957 11.118
H: 2.993 1.140 12.011
H: 4.434 1.453 13.049
H: 3.968 -2.272 12.558
H: 2.613 -1.104 12.552
H: 5.083 -1.366 14.423
H: 3.563 -2.127 14.822
H: 3.534 1.226 16.297
H: 4.912 0.204 16.246
H: 3.435 -0.328 16.942
C: 2.033 4.361 -3.995
O: 0.795 4.633 -4.621
C: -0.014 5.730 -4.215
C: -1.091 6.212 -5.165
N: -1.843 5.008 -5.816
H: -1.161 4.300 -6.048
H: -2.483 4.649 -5.121
C: -2.760 5.397 -6.976
C: -3.418 4.154 -7.613
O: -2.357 3.260 -7.838
C: -2.690 2.175 -8.685
H: 2.371 5.150 -3.323
H: 2.762 4.108 -4.765
H: 1.860 3.517 -3.328
H: 0.486 6.657 -3.934
H: -0.483 5.512 -3.256
H: -0.556 6.713 -5.971
H: -1.895 6.811 -4.737
H: -2.091 5.882 -7.687
H: -3.444 6.168 -6.621
H: -3.769 4.449 -8.602
H: -4.274 3.790 -7.045
H: -3.098 2.489 -9.645
H: -3.407 1.444 -8.311
H: -1.765 1.628 -8.866
C: 2.034 9.958 1.578
O: 0.599 9.974 1.624
C: -0.021 9.268 2.684
C: -1.500 9.698 2.681
N: -1.844 10.977 3.430
H: -2.830 11.143 3.570
H: -1.537 10.790 4.374
C: -1.197 12.222 2.774
C: -1.690 12.567 1.340
O: -3.113 12.672 1.441
C: -3.901 12.549 0.238
H: 2.498 8.973 1.527
H: 2.432 10.466 2.456
H: 2.294 10.654 0.780
H: 0.447 9.449 3.652
H: -0.044 8.183 2.584
H: -2.200 9.040 3.198
H: -1.905 9.929 1.696
H: -0.119 12.098 2.879
H: -1.451 13.052 3.433
H: -1.510 11.714 0.686
H: -1.288 13.481 0.901
H: -4.350 11.560 0.145
H: -3.441 12.950 -0.665
H: -4.631 13.292 0.556
N: -5.399 3.802 -2.088
S: -6.285 4.724 -0.965
O: -5.814 4.554 0.392
O: -7.648 5.211 -1.316
F: -5.533 6.107 -1.400
S: -6.421 2.719 -1.848
O: -7.612 2.770 -2.783
O: -6.418 1.930 -0.593
F: -5.525 1.585 -2.555
B: -2.016 -0.488 9.201
F: -0.739 -0.793 8.747
F: -2.998 -1.116 8.412
F: -2.069 -0.929 10.512
F: -2.156 0.864 9.173
B: 2.671 -5.042 -9.137
F: 3.887 -5.232 -8.478
F: 1.634 -4.778 -8.280
F: 2.843 -4.033 -10.096
F: 2.399 -6.288 -9.754
B: 7.582 -4.864 -0.427
F: 6.951 -3.654 -0.670
F: 6.651 -5.638 0.276
F: 7.989 -5.456 -1.586
F: 8.643 -4.582 0.333